1.
59
Properties=species:S:1:pos:R:3:forces:R:3 method="wB97M-V/def2-TZVPD" charge=0 e_lumo_ev=0.38 e_tot_ha=-3762.3832 e_above_lowest_kcal_mol=3.5
C -3.850 -2.236 -5.665 0.005 0.005 0.003
C -2.828 -2.467 -4.564 -0.002 -0.009 0.000
N -3.382 -3.186 -3.429 -0.004 0.007 -0.012
C -3.750 -4.564 -3.722 0.008 0.002 0.009
C -3.974 -5.153 -2.340 -0.005 0.004 -0.001
C -2.845 -4.521 -1.516 0.002 0.012 0.005
C -2.478 -3.226 -2.276 0.023 0.008 -0.015
C -2.659 -1.960 -1.453 -0.046 -0.040 0.059
N -1.660 -1.802 -0.404 0.046 0.053 -0.057
C -0.691 -2.797 0.031 -0.024 -0.031 0.053
C 0.257 -1.985 0.926 -0.025 0.028 -0.041
C 0.878 -2.834 2.019 -0.004 -0.005 0.025
O 0.207 -3.566 2.717 0.007 -0.003 -0.007
N 2.227 -2.673 2.168 -0.020 0.012 -0.003
C 3.046 -3.338 3.115 0.019 0.011 -0.002
C 2.868 -4.673 3.427 -0.001 -0.005 0.004
C 3.726 -5.315 4.308 0.001 0.008 -0.006
C 4.771 -4.592 4.848 -0.009 0.003 -0.003
Br 5.976 -5.444 6.037 0.006 -0.003 0.004
C 4.965 -3.251 4.561 -0.006 0.013 -0.012
C 4.087 -2.595 3.699 -0.019 -0.044 0.024
N 4.228 -1.255 3.347 0.022 0.030 -0.025
C 5.156 -0.375 4.052 0.001 0.011 0.020
C 4.719 -0.084 5.487 0.001 -0.005 -0.007
C 5.293 0.912 3.252 0.000 -0.008 0.002
C -0.655 -0.889 1.487 0.015 -0.013 0.029
C -1.712 -0.715 0.412 -0.010 -0.007 -0.024
O -2.490 0.209 0.297 0.003 -0.004 0.005
H -3.421 -1.618 -6.454 -0.001 -0.001 -0.001
H -4.174 -3.173 -6.119 0.000 -0.002 0.002
H -4.728 -1.729 -5.265 0.000 0.001 -0.001
H -1.955 -3.010 -4.971 0.002 0.001 -0.002
H -2.461 -1.502 -4.211 -0.004 0.001 0.002
H -4.636 -4.608 -4.354 -0.002 0.001 0.000
H -2.932 -5.095 -4.243 -0.004 -0.007 -0.002
H -4.946 -4.833 -1.965 0.000 -0.005 0.002
H -3.947 -6.242 -2.329 0.001 -0.001 -0.008
H -3.156 -4.310 -0.492 0.002 0.000 -0.001
H -1.984 -5.188 -1.461 -0.002 -0.003 -0.004
H -1.435 -3.287 -2.628 0.005 0.006 0.001
H -2.618 -1.077 -2.093 -0.001 -0.006 -0.007
H -3.660 -1.973 -1.010 -0.001 0.000 0.004
H -1.155 -3.593 0.620 -0.001 -0.003 -0.012
H -0.167 -3.245 -0.813 0.002 0.008 -0.001
H 1.027 -1.525 0.300 0.014 -0.012 0.011
H 2.698 -2.064 1.518 0.012 -0.005 0.001
H 2.046 -5.211 2.979 -0.002 0.001 -0.001
H 3.587 -6.357 4.556 0.000 -0.001 0.000
H 5.784 -2.724 5.025 0.004 -0.004 0.000
H 3.338 -0.805 3.175 -0.013 -0.016 0.001
H 6.126 -0.875 4.060 0.003 0.001 -0.001
H 5.471 0.511 6.007 -0.002 0.001 0.003
H 3.783 0.481 5.484 0.001 0.002 0.000
H 4.555 -1.000 6.054 0.002 0.003 0.000
H 5.991 1.593 3.738 0.001 0.000 -0.001
H 5.649 0.707 2.243 -0.001 0.001 -0.001
H 4.329 1.422 3.182 -0.001 0.000 -0.003
H -1.152 -1.235 2.397 -0.001 0.009 0.000
H -0.155 0.053 1.700 0.004 -0.001 -0.005

---

2.
15
Properties=species:S:1:pos:R:3:forces:R:3 method="wB97M-V/def2-TZVPD" charge=0 e_lumo_ev=-0.37 e_tot_ha=-358.9522 e_above_lowest_kcal_mol=41.5
H -1.221 -2.431 1.468 0.008 -0.122 -0.513
N -0.385 -1.885 1.285 -0.333 -1.046 1.554
C -0.516 -0.957 0.466 1.499 2.509 -1.440
C -1.535 -0.556 -0.509 0.039 0.787 -0.964
C -1.135 0.511 -1.246 -1.689 -1.008 1.248
C 0.160 0.916 -0.789 3.630 -0.246 2.399
N 1.026 1.811 -1.134 -1.222 -1.163 0.909
H 0.602 2.393 -1.822 -0.188 0.611 -0.953
N 0.483 0.025 0.294 -0.044 -0.955 -0.387
C 1.615 0.078 1.252 -2.132 -0.353 0.780
H -2.423 -1.124 -0.562 -1.051 -0.207 -0.312
H -1.732 1.162 -1.849 -0.216 -0.224 -0.704
H 2.496 0.394 0.732 0.710 -0.407 -0.005
H 1.307 0.859 1.936 0.437 0.553 0.326
H 1.579 -0.853 1.943 0.552 1.270 -1.938

---

3.
30
Properties=species:S:1:pos:R:3:forces:R:3 method="wB97M-V/def2-TZVPD" charge=0 e_lumo_ev=0.79 e_tot_ha=-392.9497 e_above_lowest_kcal_mol=43.3
C 2.357 -2.837 -4.540 -0.683 -0.386 -0.247
C 2.029 -2.115 -3.470 0.744 -1.461 -0.067
C 3.097 -1.337 -2.692 -1.548 0.334 0.396
C 0.561 -2.192 -2.960 0.552 0.635 0.205
C 0.299 -2.670 -1.508 0.257 0.529 -0.080
H 3.343 -2.921 -5.012 -0.369 0.258 0.370
H 1.537 -3.427 -4.963 0.518 0.097 -0.243
H 3.193 -1.807 -1.699 0.063 0.361 -0.236
H 2.624 -0.348 -2.568 0.565 -0.004 0.400
H 4.106 -1.194 -3.113 -0.705 -0.434 -0.275
H -0.106 -2.832 -3.569 0.774 0.467 -0.300
H 0.222 -1.144 -3.078 -0.302 -0.405 0.272
H 0.304 -3.769 -1.411 0.096 0.452 -0.151
H -0.702 -2.298 -1.232 0.392 -0.275 0.124
H 1.036 -2.251 -0.803 -0.356 -0.163 -0.163
C -3.596 2.345 2.790 0.279 -0.969 0.790
C -2.303 2.133 3.080 0.928 0.533 -0.510
C -1.735 1.003 3.996 -1.407 0.493 -0.529
C -1.266 3.144 2.582 0.618 -0.422 0.084
C -0.046 2.579 1.760 -0.518 0.378 0.468
H -4.327 1.650 3.219 0.023 0.301 -0.308
H -3.978 3.187 2.201 0.398 -0.372 0.230
H -2.521 0.230 4.028 0.456 0.102 0.245
H -1.597 1.406 5.013 0.021 -0.161 -0.351
H -0.791 0.532 3.673 -0.459 0.446 -0.112
H -0.807 3.558 3.501 -0.180 0.119 -0.332
H -1.747 3.980 2.040 0.177 -0.496 0.245
H 0.490 1.825 2.359 -0.136 0.314 -0.316
H 0.626 3.437 1.590 -0.086 -0.476 -0.049
H -0.304 2.135 0.783 -0.112 0.206 0.441

---

4.
41
Properties=species:S:1:pos:R:3:forces:R:3 method="wB97M-V/def2-TZVPD" charge=+4 e_lumo_ev="-17.74 / -17.55" spin_multiplicity=2 e_tot_ha=-1314.7280 s2=1.74
In 1.283 3.101 -16.296 0.426 -1.354 0.382
C -1.239 1.255 -19.057 1.393 1.583 1.640
O -0.479 1.746 -18.195 0.600 0.409 1.566
N -1.059 0.194 -19.693 0.689 -5.625 -2.378
N -2.171 1.994 -19.579 -1.550 2.561 0.018
H -0.524 -0.621 -19.425 0.297 0.323 0.180
H -1.794 -0.004 -20.357 0.060 -0.690 -0.096
H -2.248 2.875 -19.091 -0.861 0.409 -0.660
H -2.245 1.851 -20.576 -0.925 0.884 -0.091
C 1.301 -0.826 -15.427 1.312 -0.282 2.535
O 1.413 0.212 -16.010 -0.362 4.442 -4.333
N 0.614 -1.882 -15.663 -2.368 -1.981 -1.775
N 1.980 -0.955 -14.312 1.117 -1.120 4.067
H 0.660 -2.588 -14.942 -0.427 -0.534 -0.769
H -0.013 -1.934 -16.453 -0.011 -0.347 0.378
H 2.587 -0.312 -13.824 -0.128 0.460 -0.806
H 1.506 -1.580 -13.677 0.784 -0.262 0.438
C 0.802 4.312 -20.136 -1.611 0.868 -1.846
O 0.895 4.323 -18.925 0.408 -0.569 2.989
N 0.703 3.315 -20.976 0.700 -1.284 0.170
N 0.364 5.485 -20.614 0.769 1.529 -0.724
H 0.661 2.402 -20.547 0.353 -0.287 -0.602
H 0.635 3.502 -21.966 -0.035 -0.555 -0.118
H 0.041 5.549 -21.568 -0.711 0.323 -0.211
H 0.399 6.322 -20.050 0.185 0.419 0.170
C 1.119 2.014 -12.426 0.010 0.591 0.368
O 1.478 2.020 -13.594 0.590 0.139 -3.351
N 0.268 1.191 -11.903 -1.568 -2.862 0.413
N 1.561 2.880 -11.566 1.619 2.617 1.219
H 0.250 1.157 -10.894 -0.480 -0.496 -0.034
H 0.152 0.331 -12.421 -0.581 -0.012 0.338
H 1.234 2.897 -10.610 0.199 0.409 0.057
H 2.194 3.582 -11.921 0.089 0.178 0.500
C 3.542 1.766 -19.237 1.691 1.525 -3.687
O 2.606 2.047 -18.520 -3.410 1.282 2.132
N 4.272 0.739 -18.979 1.612 -3.825 1.644
N 3.908 2.302 -20.426 -0.523 0.923 0.132
H 4.743 0.248 -19.726 0.245 -0.054 -0.013
H 4.052 0.168 -18.176 0.216 0.107 0.271
H 3.428 3.072 -20.870 0.270 -0.112 0.284
H 4.865 2.125 -20.696 -0.086 0.271 -0.398

---

5.
80
Properties=species:S:1:pos:R:3:forces:R:3 method="wB97M-V/def2-TZVPD" charge=0 e_lumo_ev=0.16 e_tot_ha=-3404.9967
C 2.084 3.096 3.333 0.252 -1.075 0.620
S 3.566 2.004 3.040 1.527 1.022 0.543
O 4.686 2.495 3.994 -2.238 -1.077 -1.157
C 2.944 0.327 3.493 0.463 1.115 0.431
H 2.426 4.123 3.211 0.020 -0.192 -0.142
H 1.700 2.949 4.343 0.240 0.090 0.169
H 1.264 2.824 2.668 0.224 0.046 -0.352
H 2.640 0.290 4.539 -0.188 0.139 -0.327
H 3.773 -0.371 3.377 0.085 0.211 -0.290
H 2.150 0.126 2.774 -0.109 -0.140 0.235
C 4.159 -3.368 -2.659 -0.458 0.676 1.686
S 4.075 -4.113 -0.866 0.963 1.662 -0.106
O 5.474 -3.972 -0.328 -0.669 -0.549 -0.589
C 3.209 -2.743 0.015 -0.973 0.301 -0.461
H 4.821 -3.996 -3.256 -0.199 0.023 0.203
H 4.542 -2.358 -2.513 0.686 -0.190 0.139
H 3.193 -3.137 -3.107 -0.262 -0.856 0.010
H 3.571 -1.745 -0.234 0.252 -0.176 -0.432
H 3.213 -2.768 1.104 0.697 -0.846 -0.006
H 2.144 -2.788 -0.210 -0.091 0.051 -0.435
C -0.532 6.353 -0.756 0.487 -0.074 1.319
S -0.193 4.877 0.363 -0.175 0.134 -2.125
O -1.028 3.742 -0.186 0.629 0.545 0.577
C 1.508 4.583 -0.252 0.500 -0.783 0.159
H -0.615 6.121 -1.817 -0.009 -0.361 0.250
H 0.305 7.025 -0.564 0.191 0.002 -0.209
H -1.397 6.890 -0.366 -0.234 -0.370 -0.178
H 1.614 4.532 -1.335 -0.479 0.330 -0.057
H 1.807 3.591 0.087 -0.388 -0.264 0.185
H 2.304 5.200 0.164 -0.460 0.603 0.088
C -0.326 -4.209 -1.389 -0.992 0.084 0.533
C -1.671 -4.055 -2.199 0.891 -0.185 -0.467
O -1.116 -3.880 -3.532 -1.784 -0.551 0.865
C 0.082 -3.372 -3.431 4.597 1.846 -2.032
O 0.742 -2.869 -4.359 -2.342 -1.532 2.992
O 0.600 -3.516 -2.153 -0.058 1.122 -2.441
F -2.436 -2.946 -1.974 0.629 -0.132 0.487
H 0.031 -5.239 -1.362 -0.624 -0.289 0.179
H -0.266 -3.754 -0.400 -0.700 -0.201 0.084
H -2.357 -4.902 -2.183 0.350 -0.059 -0.129
C -1.422 -0.096 -4.855 -0.971 0.410 0.827
C -1.024 1.138 -5.613 1.898 0.246 3.665
O -1.838 2.206 -5.162 -0.339 0.656 -0.050
C -2.530 1.845 -4.065 -1.200 -1.165 -0.305
O -3.376 2.473 -3.478 1.883 -0.887 -0.750
O -2.212 0.526 -3.832 -0.891 -0.064 1.527
F -1.088 1.021 -6.870 -0.507 -0.183 -4.372
H -0.581 -0.628 -4.411 0.004 0.222 0.021
H -2.030 -0.823 -5.393 -0.118 0.242 -0.244
H -0.005 1.362 -5.297 0.274 0.460 -0.297
C -0.967 0.297 -1.028 -2.681 -0.464 2.447
C -0.755 -0.063 0.443 -3.306 1.420 -0.855
O 0.500 0.361 0.683 1.938 0.427 0.774
C 1.164 0.422 -0.513 3.002 0.428 0.121
O 2.355 0.667 -0.645 -2.998 -0.620 0.421
O 0.293 0.150 -1.470 3.058 -0.183 -2.972
F -0.883 -1.394 0.635 0.338 -1.161 0.226
H -1.288 1.337 -1.085 -0.275 -0.008 -0.243
H -1.698 -0.424 -1.393 0.298 0.272 -0.668
H -1.553 0.442 0.988 0.498 -0.036 0.808
N -4.687 1.473 0.979 0.703 -0.131 1.677
C -4.424 0.730 -0.106 0.012 -2.124 -1.259
C -4.226 -0.622 0.277 -0.594 2.140 -0.499
C -4.435 -0.591 1.653 0.876 -1.930 1.732
C -4.562 0.661 2.133 -1.222 1.799 -1.265
H -4.814 2.475 0.985 0.110 -0.269 -0.093
H -4.545 1.092 -1.117 0.315 0.353 0.109
H -3.972 -1.509 -0.284 -0.257 0.324 -0.312
H -4.468 -1.457 2.297 0.288 -0.079 0.029
H -4.711 1.055 3.127 -0.044 -0.069 -0.188
N 0.618 -2.507 4.975 -0.045 0.258 0.741
C -0.464 -2.372 4.164 0.075 1.807 -1.136
C -0.755 -0.968 4.037 0.801 -2.829 0.882
C 0.145 -0.333 4.932 -0.007 -0.532 0.487
C 0.966 -1.303 5.523 -0.913 0.707 -0.667
H 1.113 -3.363 5.184 -0.372 0.099 -0.067
H -0.816 -3.240 3.627 -0.196 0.211 -0.022
H -1.543 -0.571 3.415 0.096 0.129 0.161
H 0.134 0.721 5.166 0.168 -0.054 0.030
H 1.691 -1.240 6.321 0.049 0.078 -0.245

---

6.
102
Properties=species:S:1:pos:R:3:forces:R:3 method="wB97M-V/def2-TZVPD" charge=+3 e_lumo_ev=-9.45 e_tot_ha=-3855.4141 e_above_lowest_kcal_mol=0.0
Pt 0.040 0.121 0.133 0.552 -0.604 -0.255
O 3.021 -0.784 -0.456 -0.040 -0.089 -0.069
S 2.332 0.274 0.241 -0.283 0.246 0.098
C 2.773 1.838 -0.425 -0.013 0.028 0.015
C 4.091 2.036 -0.820 -0.013 0.004 0.021
C 4.449 3.289 -1.288 0.014 0.003 -0.010
C 3.501 4.306 -1.367 -0.002 0.006 -0.009
C 2.179 4.071 -1.020 0.019 -0.019 0.011
C 1.800 2.819 -0.538 -0.009 -0.024 -0.029
P 0.039 2.462 -0.301 -0.002 -0.024 0.122
C -0.575 3.579 0.949 0.016 -0.007 0.010
C 0.323 4.364 1.676 0.006 0.021 -0.016
C -0.155 5.344 2.532 -0.007 -0.002 0.002
C -1.522 5.546 2.661 -0.003 -0.002 0.024
C -2.418 4.742 1.967 -0.028 -0.026 0.020
C -1.951 3.751 1.124 -0.004 -0.022 0.009
C -0.645 2.935 -1.907 0.047 0.042 -0.001
C -1.712 3.829 -2.034 -0.070 -0.119 -0.014
C -2.092 4.281 -3.290 -0.022 -0.009 -0.003
C -1.407 3.868 -4.422 -0.004 -0.005 0.008
C -0.316 3.012 -4.299 -0.006 0.003 -0.010
C 0.067 2.552 -3.054 0.118 0.104 0.020
C 2.791 0.285 1.940 0.086 -0.019 -0.041
C 4.148 0.284 2.240 0.017 -0.017 0.005
C 4.533 0.132 3.561 0.000 0.003 -0.002
C 3.572 -0.061 4.548 -0.017 -0.005 0.005
C 2.223 -0.081 4.228 0.018 -0.021 -0.004
C 1.814 0.121 2.909 -0.030 0.057 0.076
P 0.055 0.065 2.503 -0.037 0.078 0.126
C -0.478 -1.505 3.189 -0.103 -0.075 -0.091
C 0.408 -2.590 3.151 0.018 0.015 -0.020
C 0.066 -3.781 3.763 -0.002 0.001 -0.002
C -1.164 -3.913 4.396 -0.030 -0.007 -0.010
C -2.053 -2.847 4.428 0.005 -0.043 0.007
C -1.713 -1.643 3.836 0.044 0.029 0.020
C -0.815 1.339 3.432 0.025 0.069 -0.077
C -2.199 1.474 3.293 -0.018 -0.030 0.034
C -2.929 2.198 4.219 -0.002 0.033 -0.041
C -2.283 2.826 5.276 0.007 0.023 -0.003
C -0.902 2.759 5.379 -0.004 0.016 0.000
C -0.167 2.018 4.466 0.022 0.023 -0.025
H 4.807 1.225 -0.790 0.004 0.004 0.006
H 5.467 3.472 -1.605 0.001 0.000 0.003
H 3.790 5.281 -1.736 -0.001 0.000 -0.001
H 1.440 4.852 -1.151 -0.001 0.002 -0.001
H 1.391 4.237 1.562 -0.002 -0.005 0.015
H 0.541 5.963 3.082 0.001 -0.003 0.001
H -1.892 6.329 3.309 0.000 0.001 -0.004
H -3.483 4.892 2.083 -0.001 -0.001 0.001
H -2.658 3.121 0.596 -0.003 -0.014 0.021
H -2.239 4.205 -1.173 0.003 -0.001 -0.003
H -2.917 4.975 -3.376 0.001 0.000 -0.003
H -1.703 4.230 -5.397 0.005 0.006 0.000
H 0.247 2.719 -5.175 0.000 -0.002 0.000
H 0.943 1.921 -2.972 -0.036 -0.008 -0.020
H 4.894 0.370 1.461 -0.005 -0.002 -0.002
H 5.583 0.134 3.818 0.000 -0.004 0.000
H 3.878 -0.217 5.574 -0.002 -0.001 0.000
H 1.491 -0.280 5.000 -0.003 0.020 0.003
H 1.367 -2.503 2.661 0.008 -0.011 -0.012
H 0.764 -4.609 3.751 0.002 0.003 0.000
H -1.428 -4.846 4.877 -0.007 -0.011 -0.010
H -3.003 -2.949 4.934 -0.001 0.007 0.001
H -2.389 -0.806 3.933 -0.010 -0.026 -0.008
H -2.724 1.009 2.470 -0.005 0.000 -0.010
H -4.003 2.276 4.115 0.000 -0.003 0.000
H -2.855 3.380 6.009 -0.001 -0.003 0.000
H -0.390 3.272 6.182 -0.001 0.001 -0.001
H 0.906 1.972 4.580 0.007 0.006 -0.016
O 0.174 -0.127 -1.975 -0.036 -0.043 -0.068
C -1.090 -0.301 -2.641 -0.031 -0.021 0.046
C -2.232 -0.377 -1.668 0.069 -0.063 0.009
C -3.533 -0.532 -2.119 0.003 -0.068 -0.004
C -4.549 -0.757 -1.210 0.012 0.002 0.000
C -4.231 -0.865 0.140 -0.014 -0.019 -0.014
C -2.928 -0.673 0.530 0.066 -0.130 -0.001
N -1.948 -0.398 -0.351 -0.106 0.515 -0.002
H 0.637 -1.101 -1.983 -0.022 -0.145 0.063
H -1.045 -1.245 -3.190 -0.020 0.025 -0.023
H -1.237 0.504 -3.359 0.024 0.012 0.051
H -3.730 -0.505 -3.183 -0.003 0.007 0.001
H -5.569 -0.882 -1.548 0.001 -0.006 -0.002
H -4.982 -1.105 0.880 0.002 0.002 0.002
H -2.628 -0.804 1.558 0.002 0.040 0.027
O 0.836 -2.452 -1.770 -0.026 0.229 -0.056
C 0.471 -2.785 -0.634 0.105 0.065 0.144
O 0.284 -1.961 0.357 -0.285 -0.036 -0.122
C 0.183 -4.211 -0.339 0.002 0.014 0.032
C 0.931 -5.212 -0.949 -0.010 -0.001 -0.023
C 0.582 -6.525 -0.707 -0.003 0.001 -0.001
C -0.506 -6.882 0.068 -0.030 0.002 -0.039
C -1.228 -5.855 0.643 0.009 0.016 0.006
C -0.894 -4.526 0.478 0.072 -0.025 0.074
N -2.417 -6.180 1.461 -0.012 0.010 -0.005
O -2.932 -5.254 2.066 -0.002 0.036 0.015
O -2.792 -7.323 1.467 0.029 -0.015 0.038
N 1.398 -7.600 -1.326 -0.001 0.002 0.001
O 2.400 -7.248 -1.908 -0.009 -0.001 -0.013
O 0.997 -8.730 -1.194 0.009 -0.002 0.010
H 1.770 -4.989 -1.594 -0.007 0.004 -0.004
H -0.779 -7.919 0.207 0.005 0.000 0.004
H -1.478 -3.762 0.970 -0.012 0.005 -0.010